ORCA calculation (ωB97M-V/def2-TZVPD) on a structure of composition C44H40Cl5N4O5ReSi in a non-equilibrium geometry.

CARTESIAN COORDINATES (ANGSTROEM)
H: 3.20543 -3.72906 2.77611
C: -3.36267 -1.84339 -0.85729
H: 4.01540 -2.62633 -0.78112
C: -1.97451 -2.97908 0.66941
O: -2.82755 3.16562 1.03796
C: 3.33153 1.29287 -3.08667
O: 3.09717 -0.99923 -0.79044
C: -1.38427 1.52577 3.51796
Cl: -2.46602 -5.44240 1.66182
H: 3.28053 -0.98506 -5.57697
H: 1.56557 -3.38016 -2.98198
H: -1.16579 -5.10831 -2.45201
H: -0.89447 2.30578 6.76978
C: -2.17380 -1.82885 -0.10608
H: 1.58094 3.15557 -0.28348
H: -3.62926 3.93030 -2.71123
C: 1.69992 -0.65061 -4.17955
C: 2.24012 -0.94443 0.08574
Cl: -5.61110 -2.90610 -1.89667
H: 3.82903 -1.57050 3.08249
C: 3.77200 0.55712 -4.17377
C: -0.80121 2.35212 5.69494
H: 2.09488 -5.61375 -0.32297
C: -2.83384 -4.06883 0.70067
H: 1.14535 7.39473 -0.30295
C: 0.00833 3.30898 5.10628
C: -0.49692 2.57961 1.40618
H: 0.56024 4.00572 5.71813
C: 0.11301 3.38801 3.72897
H: 2.07869 -3.19310 1.53558
H: -1.56208 4.98845 1.96019
H: 0.81627 1.07035 1.63940
H: 4.74649 0.74279 -4.59961
H: 1.87710 -0.14892 3.33649
C: -0.04258 3.92346 0.89559
C: -4.24160 -2.92453 -0.87302
C: 3.13061 -3.19163 1.82970
Cl: -0.55133 -3.06909 1.62170
Cl: -5.06311 -5.36860 -0.08428
C: 1.04596 4.03569 0.03930
C: -0.27792 6.31432 0.87807
C: 2.95036 -0.41286 -4.72277
Re: -0.78876 -0.19715 -0.01930
H: 0.74191 4.14087 3.27740
C: -3.98865 -4.04359 -0.07969
H: 0.95514 -1.17425 2.45811
C: -2.91751 3.31780 -3.24374
H: 3.28552 0.29332 1.46779
H: -1.94379 0.82262 2.91374
C: -0.70754 5.07408 1.30931
N: 1.55509 -0.35310 2.39382
H: -2.61767 2.02123 -1.59081
C: 2.69641 -0.63013 1.52594
H: 2.67612 -2.20086 -2.40794
C: 2.07510 1.05904 -2.55909
Cl: -3.73845 -0.48680 -1.82217
N: 1.89976 -5.00215 -1.09548
C: -2.34342 -3.07029 -4.87263
C: -1.42593 1.41608 -3.26567
O: 0.34085 1.53726 0.89260
H: 1.20155 -5.28567 -1.76098
H: -2.49398 -5.17840 -4.51974
O: -2.16600 1.15082 0.38562
H: 1.72749 1.64828 -1.72309
C: -1.34511 -4.19536 -3.00603
C: 3.92374 -3.99403 0.78506
H: -2.11828 0.70449 5.34554
H: -0.37411 1.11504 -5.10498
C: 3.64200 -1.75060 2.02156
H: 3.69355 -5.05517 0.88648
C: -1.99208 2.31569 0.88952
C: 1.46944 5.27989 -0.39047
H: -0.30901 -2.93711 -1.61402
C: -0.86891 -2.98248 -2.53862
H: 4.59908 -1.62750 1.51438
C: 2.62620 -3.90728 -1.33202
C: -1.48879 1.45511 4.89539
C: -1.87409 -1.85729 -4.39661
H: -2.91459 -3.10144 -5.78826
H: -2.09191 -0.94447 -4.93214
C: -1.14410 -1.79208 -3.21441
N: 2.37716 -3.17595 -2.41765
C: 1.23548 0.08457 -3.08995
Si: -0.57485 -0.10223 -2.49256
C: -0.59753 2.50714 2.92061
H: 4.99557 -3.87402 0.95497
C: -2.58062 3.61143 -4.55401
H: 1.05806 -1.39955 -4.62091
O: 1.01270 -1.22654 -0.11953
H: 3.97322 2.04927 -2.65932
H: 2.32134 5.35615 -1.04838
C: -1.65876 2.81961 -5.22066
N: 3.65663 -3.55737 -0.56893
C: -2.34261 2.23199 -2.60990
C: 0.81136 6.42291 0.02854
H: -0.79552 7.19932 1.21342
C: -2.09760 -4.23818 -4.16918
H: -1.38508 3.05233 -6.24005
C: -1.09177 1.73093 -4.58287
H: -3.02056 4.46630 -5.04463

Output
Highest occupied orbital energy (spin up / spin down): -10.882 / -11.055 eV
Energy: -135092.53233 eV
Charge: +1
HOMO-LUMO gap (spin up / spin down): 7.829 / 7.241 eV
2S+1: 4
Strongest force on any atom: 0.057 hartree/bohr
Relative energy (zero: lowest compared OMol25 entry of this formula, charge and spin): 29.1 kJ/mol
<S²>: 3.783



ORCA calculation (ωB97M-V/def2-TZVPD) on a structure of composition C13H13BN9V.

CARTESIAN COORDINATES (ANGSTROEM)
H: -3.06543 2.82002 -1.05777
C: -2.37193 2.05957 -1.38471
N: -1.36130 2.88216 4.52447
H: -0.70835 -0.01717 -3.25379
N: -0.20265 -2.16499 -2.05927
H: 2.61296 -3.47380 -3.16728
N: -1.11497 -0.31687 1.68782
N: -1.54679 1.45624 -0.51401
C: 0.40992 -3.03105 -2.79749
H: -2.22409 -0.85682 3.40876
H: -2.66897 1.84270 -3.56655
C: -1.27655 2.43539 3.47572
C: 2.00104 -1.81104 -1.75908
H: -1.45249 3.28817 5.44939
H: 3.19363 0.49203 -0.77434
H: 1.65634 3.14546 2.21009
N: -0.79593 0.55424 -1.22189
C: -2.16464 1.55969 -2.65872
B: 0.24555 -0.28263 -0.45429
H: -0.15208 -3.73759 -3.39319
V: -1.11829 1.58741 1.45215
N: 1.29352 0.70072 0.14862
H: 3.92978 2.51261 0.84191
H: -1.59339 -3.40515 2.66756
H: 2.93677 -1.42826 -1.38487
C: 1.82735 -2.90925 -2.68572
H: -0.12250 -3.09119 0.40407
C: 1.81344 2.37768 1.46783
N: 0.82578 -1.37814 -1.40611
N: 0.80361 1.57004 1.09055
C: 2.95872 2.05302 0.77197
C: 2.58471 1.00312 -0.05032
C: -1.32566 -2.48192 2.18243
C: -1.16837 0.61370 -2.51277
C: -0.56726 -2.33158 1.02484
C: -1.64986 -1.20247 2.56272
N: -0.44163 -1.03404 0.73126

Output
Highest occupied orbital energy (spin up / spin down): -18.996 / -18.992 eV
Energy: -53438.92360 eV
Charge: +3
HOMO-LUMO gap (spin up / spin down): 7.037 / 5.839 eV
2S+1: 4
Strongest force on any atom: 0.007 hartree/bohr
<S²>: 3.775



ORCA calculation (ωB97M-V/def2-TZVPD) on an isolated molecule of C17H24N4O2S in a non-equilibrium geometry.

CARTESIAN COORDINATES (ANGSTROEM)
H: 1.87712 1.36710 -1.42176
H: -2.31246 1.17577 2.94725
S: -1.18143 2.45599 1.28092
C: -2.63147 1.96345 2.26760
H: -5.89530 -2.15561 0.02778
H: 4.62734 -1.53578 -2.29041
H: -3.07256 -1.30938 -1.04517
N: -3.74097 0.22950 1.04267
C: 1.51590 -1.40174 -0.98004
C: 3.10868 -3.01126 -2.60007
H: 3.72716 -3.63126 -3.23194
C: 2.82696 -1.03023 -1.26616
H: 0.01018 -2.88993 -1.25403
C: -4.65295 -0.39369 0.10410
C: 2.02996 2.65244 0.32276
C: 3.06619 1.86426 1.11688
O: -4.66455 2.30100 1.03544
H: 2.54685 3.42684 -0.24384
H: 5.60740 1.51140 1.72627
H: -4.59548 -1.13168 -1.92737
C: 0.61738 -0.63248 -0.13304
C: 3.61176 -1.83398 -2.07503
C: -0.54842 0.90106 0.83600
H: -5.47050 0.31723 -0.05529
H: -3.57249 0.27921 -1.64244
H: -2.89857 -0.29556 1.27731
H: 0.49146 2.45186 -1.15974
H: 5.95278 0.66034 0.19673
N: 0.50476 0.73623 -0.01850
C: -3.92695 -0.65627 -1.21500
H: 1.41479 -4.31860 -2.69979
H: 2.61887 0.95627 1.55350
C: 1.81069 -3.39586 -2.30248
C: 5.18811 0.87084 0.94143
C: 1.02003 -2.60027 -1.49831
N: -0.29505 -1.20687 0.60870
H: 3.25803 -0.13589 -0.84749
H: -2.91160 2.86460 2.81164
H: -5.69245 -1.48566 1.64926
H: 4.85079 -0.06918 1.39609
C: 1.22365 1.80264 -0.66602
C: -3.79314 1.52693 1.37253
H: -4.36901 -2.37977 0.89146
H: 3.43737 2.48479 1.94649
H: 1.34611 3.13235 1.02338
C: -5.18849 -1.68811 0.70769
N: -1.01481 -0.26033 1.22173
O: 4.13832 1.51729 0.26828

Output
Highest occupied orbital energy: -8.356 eV
Structure (SMILES): COCCCn1c(SCC(=O)NC(C)C)nnc1-c1ccccc1
Energy: -38909.53626 eV
HOMO-LUMO gap: 8.972 eV
Strongest force on any atom: 0.022 hartree/bohr
Relative energy (zero: lowest compared OMol25 entry of this formula, charge and spin): 195.9 kJ/mol



What is the formula in the third record? C17H24N4O2S